#one
{
  "formula": "ClH2NP2",
  "method": "ωB97M-V/def2-TZVPD",
  "lumo_ha": -0.0287,
  "smiles": "P/N=P\\Cl",
  "e_homo_ev": -7.88,
  "symbols": ["P", "N", "P", "Cl", "H", "H"],
  "coordinates": [[1.1564, 0.0104, 0.6330], [-0.2256, -0.2885, -0.2394], [-1.7575, 0.0765, -0.7786], [-2.7363, 0.6177, 0.5048], [1.9990, 0.8102, -0.3042], [1.5640, -1.2263, 0.1843]],
  "mulliken_charge": [-0.1064, -0.1936, 0.1737, 0.0421, 0.0395, 0.0446]
}

***

#two
{
  "formula": "ClH2NP2",
  "method": "ωB97M-V/def2-TZVPD",
  "lumo_ha": [-0.0428, -0.0549],
  "e_homo_ev": [-8.59, -8.08],
  "symbols": ["N", "P", "P", "Cl", "H", "H"],
  "coordinates": [[1.0282, 0.7165, 0.0019], [2.7290, 1.1122, -0.0151], [-0.6632, 1.4557, 0.0031], [4.5962, -0.3542, 0.0220], [1.0582, -0.3156, -0.2105], [-0.9685, 0.1820, 0.1026]],
  "mulliken_charge": [-0.2937, 0.2617, 0.0717, -0.3391, 0.2907, 0.0088]
}

***

Least stable structure: #one

***

#one
{
  "formula": "CH9NO3",
  "method": "ωB97M-V/def2-TZVPD",
  "lumo_ha": 0.0194,
  "smiles": "C=N.O.O.O",
  "e_homo_ev": -10.60,
  "symbols": ["C", "N", "H", "H", "H", "O", "H", "H", "O", "H", "H", "O", "H", "H"],
  "coordinates": [[2.5701, 0.4155, -1.4130], [3.2722, -0.6489, -1.4314], [1.8383, 0.4261, -2.2371], [2.1622, 0.8967, -0.5235], [3.7521, -0.7279, -0.5258], [-0.9306, 1.0747, -0.4689], [-0.5896, 0.5398, -1.1917], [-0.2699, 1.1944, 0.2136], [-0.8562, 0.3626, 2.3073], [-0.1305, -0.2690, 2.3666], [-1.5363, 0.0118, 1.7090], [-2.8384, -1.2281, 0.3684], [-3.0954, -0.3370, 0.0871], [-3.3970, -1.4276, 1.1231]],
  "mulliken_charge": [-0.1365, -0.4617, 0.1922, 0.1650, 0.2322, -0.6009, 0.3006, 0.3223, -0.6811, 0.3129, 0.3663, -0.6798, 0.3427, 0.3257]
}

***

#two
{
  "formula": "CH9NO3",
  "method": "ωB97M-V/def2-TZVPD",
  "lumo_ha": 0.0231,
  "smiles": "C=N.O.O.O",
  "e_homo_ev": -10.01,
  "symbols": ["C", "N", "H", "H", "H", "O", "H", "H", "O", "H", "H", "O", "H", "H"],
  "coordinates": [[1.8626, 2.7743, 0.3184], [2.7624, 1.8328, 0.4739], [1.3872, 2.9118, 1.3501], [1.6638, 3.5136, -0.6825], [3.4804, 1.7962, -0.2476], [-0.2145, -3.3032, -1.1934], [0.0674, -4.1984, -0.9659], [-0.0474, -3.0234, -2.0831], [-1.7824, -0.1876, -1.5900], [-2.0483, 0.3485, -0.7858], [-0.8282, -0.3551, -1.3121], [-1.8085, -0.4877, 2.4027], [-1.7839, -1.3888, 2.0569], [-2.7106, -0.2329, 2.2583]],
  "mulliken_charge": [-0.2101, -0.4706, 0.2521, 0.2115, 0.2201, -0.6204, 0.3077, 0.3154, -0.6452, 0.3192, 0.3237, -0.6444, 0.3291, 0.3119]
}

***

Least stable structure: #two